Entry 1:
ORCA calculation (ωB97M-V/def2-TZVPD) on a cluster of 40 separate species, H80O40 in total in a non-equilibrium geometry.

Output
Relative energy (zero: lowest compared OMol25 entry of this formula, charge and spin), kcal per mole: 202.1
Energy, a.u.: -3057.4353
LUMO, eV: -0.7
Orbital gap, eV: 9.92

XYZ file:
```
120
Properties=species:S:1:pos:R:3:forces:R:3
H 1.913841 -4.807737 -1.282268 -0.1 -0.5 0.3
H 2.644062 -5.514902 -0.075629 -0.4 0.1 -0.5
O 2.677675 -4.771721 -0.697782 0.4 -0.9 1.3
H -3.588172 -3.888397 -0.170738 -0.6 -0.5 -0.2
H -4.657475 -4.998520 0.168702 -0.1 0.2 -0.4
O -3.902758 -4.511660 0.501271 0.6 0.1 0.5
H 2.425008 3.164713 -4.072861 -0.6 -0.4 -0.1
H 1.047604 3.440454 -4.936821 0.4 -0.5 0.4
O 1.915769 3.745793 -4.655553 0.5 1.1 -0.4
H 1.649957 0.483414 0.477641 0.5 -0.2 0.3
H 1.377814 0.612642 -0.915431 -0.2 0.4 -0.4
O 1.916629 1.051274 -0.241267 -0.8 -0.4 -0.8
H 0.400200 -6.168443 -2.233919 0.2 -0.1 0.9
H -0.985860 -6.436110 -2.035809 -0.6 -0.3 0.5
O -0.183766 -6.466055 -1.503792 0.3 0.3 -1.3
H 2.111642 0.552719 5.738695 0.2 0.4 -0.2
O 2.164808 1.397333 6.209006 0.0 -0.4 0.4
H 1.783139 -4.000623 -2.909010 0.1 0.1 -0.5
O 0.850150 -4.032405 -2.645441 0.5 0.5 0.4
H 5.724411 -2.830762 1.865944 -0.2 0.1 0.2
H 4.353715 -2.729894 1.104648 1.6 0.1 0.3
O 5.323415 -2.886195 0.996757 -1.3 0.0 -0.5
H -2.201980 4.014795 3.832885 -0.5 -0.8 0.5
H -0.785413 3.936033 3.971446 0.6 -0.5 0.3
O -1.551090 3.400486 4.221197 -0.1 1.2 -0.8
H 3.134124 -3.415940 3.631192 0.2 0.5 0.0
H 3.157317 -4.929189 3.657501 -0.1 -0.1 0.1
O 2.561086 -4.178219 3.731206 0.4 -0.4 0.0
H -5.329330 1.645152 -2.446796 0.5 0.2 0.1
H -5.724100 3.020364 -1.701526 0.6 0.0 -0.1
O -6.022548 2.207005 -2.104339 -1.2 -0.2 0.0
H -0.671237 -4.215814 3.190353 0.3 0.3 0.0
O 0.001754 -3.546235 3.385509 0.1 -0.5 0.0
H -2.489993 1.111412 5.373641 0.0 -0.4 0.4
H -3.520352 -0.000402 5.850525 0.5 0.0 0.3
O -3.388920 0.777762 5.312561 -1.0 0.7 -0.9
H -4.504524 0.042644 3.260909 0.3 -0.4 0.5
H -5.363273 -0.806368 2.420044 -0.2 -0.3 0.1
O -5.273973 -0.536525 3.341988 0.1 0.4 -0.3
H -1.337877 -1.773490 -5.764413 -0.7 -1.2 -0.5
H -0.230758 -3.042855 -5.964144 -1.1 -0.3 -0.5
O -0.480641 -2.176965 -5.664901 1.8 1.5 1.2
H -3.787800 -2.075738 -1.398938 -1.3 -0.4 0.4
H -5.077360 -1.639960 -0.599847 0.2 -0.3 -0.5
O -4.753278 -2.287430 -1.251927 0.7 0.8 0.2
H -3.923697 -2.156284 -3.757305 -0.1 -0.1 -0.6
H -3.803988 -0.830195 -4.484591 0.2 -0.7 -0.1
O -3.579629 -1.781743 -4.589584 -0.2 0.4 0.6
H 2.683754 -2.688892 1.194923 -1.4 -0.4 -0.1
H 1.387355 -1.833942 1.649906 -0.1 -1.2 -0.3
O 2.314083 -1.829094 1.400517 1.1 1.2 0.2
H 4.246734 -3.303680 -1.186698 0.0 0.2 0.0
O 3.665954 -2.999273 -1.890247 -0.2 0.5 -0.9
H -3.207806 0.413740 -2.518291 0.3 0.0 0.1
H -3.389666 1.567494 -3.487317 0.1 0.1 -0.2
O -3.547702 0.623418 -3.398359 -0.3 0.4 0.2
H -0.516373 -2.604030 -0.385391 0.1 -0.4 0.2
O 0.137496 -2.000258 -0.006934 -1.6 0.9 -0.5
H 5.303188 -0.483885 0.119204 0.1 -0.1 0.1
H 5.720957 0.462770 1.232973 -0.1 0.0 0.2
O 5.642477 0.402026 0.280017 0.0 0.0 -0.3
H -2.218815 -1.754030 -2.728034 0.2 -0.1 -0.1
H -1.716916 -3.124952 -2.302130 -0.2 0.0 -0.1
O -2.282447 -2.396604 -2.004092 1.0 0.0 -0.3
H 0.576498 2.933153 -3.116144 0.1 0.2 0.4
H -0.908924 3.506952 -3.276022 0.2 0.4 0.2
O -0.325658 2.757801 -3.402085 -0.8 -0.9 -0.2
H -3.221424 -2.074168 2.464241 -0.4 -0.7 0.2
H -4.068805 -2.710248 1.228080 0.3 -0.5 0.9
O -3.542987 -1.974247 1.570960 0.2 1.2 -1.1
H -1.251385 3.594548 1.548437 0.3 -0.5 -0.3
H -0.522321 2.296733 1.059830 0.2 1.3 0.5
O -0.500188 3.284359 1.014984 -0.5 -0.8 -0.2
H 3.489280 -0.246675 3.305062 -1.3 -0.8 0.1
H 2.574702 -1.513339 3.866433 -0.5 0.7 -0.7
O 3.419307 -1.075902 3.836268 1.9 -0.6 1.4
H -0.121610 5.230659 -2.665954 -0.4 -1.0 0.8
H -0.190863 6.551497 -2.593471 -0.8 1.2 0.8
O -0.627537 5.840345 -2.094230 1.5 -0.2 -1.7
H 2.344267 3.874927 3.354991 -0.2 0.2 -0.1
H 3.096791 3.860839 2.008854 -0.4 0.5 -0.2
O 3.160895 3.607161 2.935005 0.5 -0.6 0.4
H -3.666703 5.155935 -0.103315 0.5 -0.6 0.1
H -2.508465 5.134223 -1.262044 -0.1 -0.1 0.8
O -3.314573 5.529155 -0.907354 -0.5 0.7 -0.8
H -5.057673 1.547427 3.307837 -0.6 -0.2 0.6
H -4.981467 3.078230 3.266682 -0.1 -0.1 0.2
O -4.779664 2.281715 2.773920 0.5 0.7 -0.9
H 1.921753 0.472422 1.925579 -0.5 0.3 0.3
O 2.615783 0.849944 2.436910 1.8 0.2 0.8
H 2.158512 5.655011 0.632483 0.0 -0.3 0.5
H 2.187619 4.569468 -0.341376 -0.2 -0.6 0.2
O 2.070117 4.686470 0.613547 0.4 1.0 -0.9
H 3.715197 -2.046410 -1.982095 0.5 0.1 0.2
H 1.722339 2.067319 5.687063 -0.1 -0.1 -0.3
H -0.451425 -1.207270 -0.027128 0.8 -0.4 -0.1
H 0.919589 -3.430498 -1.881781 -0.4 0.1 -0.2
H 0.856808 -4.038259 3.470429 -0.7 0.5 0.0
H 2.660203 1.811737 2.434819 -0.3 0.3 -0.2
O -1.440639 0.776980 -1.404035 0.0 0.2 0.1
H -1.129771 1.493968 -1.989783 0.2 -0.2 0.0
H -1.452869 1.178872 -0.526363 -0.1 0.1 -0.1
O 0.411848 1.124593 -6.801904 0.0 0.1 0.7
H 0.856620 1.600463 -6.084922 0.1 0.2 -0.4
H -0.479859 1.039654 -6.443798 -0.1 -0.1 -0.2
O 2.320095 -0.312873 -5.059403 -2.2 -0.4 -0.6
H 1.585227 -0.018256 -5.658888 1.1 0.2 -0.2
H 1.766054 -1.064688 -4.763745 0.9 -0.1 0.5
O 0.030597 0.817639 2.514876 -0.9 -0.7 -0.2
H -0.078051 0.997678 3.458700 0.1 0.2 -0.1
H -0.550561 0.055384 2.381637 -0.1 0.1 0.0
O -1.119554 -0.449086 5.723882 0.6 -0.3 -0.6
H -1.357863 -1.031352 4.981829 0.1 0.1 0.4
H -0.171491 -0.595970 5.838964 -0.1 0.0 0.2
O 5.435902 3.681357 0.403901 0.6 1.7 -2.1
H 6.080395 3.417942 1.045117 -0.9 -0.8 0.9
H 4.499436 3.513499 0.370086 0.2 -0.9 1.1
O 2.379937 1.451978 -2.918120 -0.5 1.6 0.7
H 2.391971 1.103959 -3.819620 0.4 -1.5 0.6
H 2.624137 0.908437 -2.142689 0.3 0.1 -1.3
```
Forces are in eV/Å.



Entry 2:
ORCA calculation (ωB97M-V/def2-TZVPD) on a cluster of 40 separate species, H80O40 in total in a non-equilibrium geometry.

Output
Relative energy (zero: lowest compared OMol25 entry of this formula, charge and spin), kcal per mole: 81.3
Energy, a.u.: -3057.6278
LUMO, eV: -0.3
Orbital gap, eV: 10.16

XYZ file:
```
120
Properties=species:S:1:pos:R:3:forces:R:3
H 1.485897 2.228154 0.519794 0.1 0.3 0.1
H 2.449069 2.714236 1.693307 0.0 -0.9 -0.1
O 1.996417 2.977992 0.881158 -2.1 1.5 -2.4
H -3.219288 3.014631 -4.863583 0.6 -0.2 -0.1
H -4.526824 2.571729 -4.328228 -0.4 -0.2 0.2
O -3.630196 2.253223 -4.439866 -0.2 0.7 0.0
H 0.640032 0.663035 2.612468 -0.1 -0.5 -0.2
H 0.120503 -0.755832 2.828673 0.1 0.3 -0.6
O 0.498325 -0.181100 2.110826 0.0 0.3 0.9
H -0.282478 4.674992 2.148277 0.8 0.9 -0.8
H 0.962956 4.286466 1.403857 -0.2 1.1 -0.4
O 0.395852 5.113247 1.548858 0.2 -1.8 1.0
H 2.336960 -3.162707 -0.302889 1.9 -0.6 -0.1
H 3.465067 -2.599562 -1.025518 0.9 0.6 -0.6
O 3.351029 -3.359604 -0.463661 -2.1 0.2 0.7
H -0.969472 -0.738020 -5.489106 0.0 0.6 -1.0
O -1.027952 -0.071477 -6.211581 -0.1 -0.7 -0.2
H -1.453768 -1.126781 4.378434 0.2 0.0 0.5
O -0.752449 -1.698298 3.922060 -0.2 0.0 -0.3
H -3.174314 -0.909971 -0.750658 0.1 1.4 0.7
H -2.850391 -0.718919 0.717466 -0.2 0.7 -0.4
O -3.113218 -0.165765 -0.073701 0.4 -2.0 -0.4
H -2.050012 4.361456 2.075589 -0.9 0.3 -0.1
H -1.474948 3.054914 1.595786 0.3 0.1 -0.1
O -1.617639 3.562143 2.413886 0.2 -0.2 0.7
H 2.214378 -1.701942 -3.830366 -0.7 0.3 -0.6
H 0.873144 -0.939013 -4.220390 0.6 -0.2 -0.1
O 1.764781 -1.188770 -4.538205 0.8 -0.5 1.2
H -3.276486 -0.340765 4.873891 1.1 -0.4 0.8
H -2.219341 0.696220 5.366526 0.2 -1.7 0.0
O -2.364426 -0.304322 5.337773 -1.1 1.4 -0.5
H 4.237759 -0.498909 3.336096 0.0 -1.1 0.0
O 3.914248 -1.319425 3.771119 0.0 -0.7 0.3
H 4.171610 1.716415 2.572823 0.2 0.0 -0.5
H 3.795990 3.295934 2.616056 0.3 -0.9 0.1
O 3.463457 2.386245 2.481667 1.5 1.0 2.7
H -3.102458 1.568111 4.016582 -0.4 -0.1 -0.1
H -2.107534 2.606114 3.755123 -0.2 1.0 -0.4
O -2.551433 2.190753 4.501659 -0.2 -0.2 0.3
H -2.875536 -2.502275 1.617111 -0.8 -0.6 -0.1
H -1.956779 -1.821648 2.505245 0.2 0.6 0.7
O -2.870285 -1.740563 2.230739 0.0 0.0 -1.0
H -0.507931 2.283458 3.870918 -0.5 0.3 0.4
H 1.030700 2.526431 4.053212 -1.1 -0.9 -0.6
O 0.341714 1.932796 3.648881 2.3 0.7 0.6
H 0.575472 -2.825158 0.559017 -0.1 1.1 1.0
H 0.894820 -1.542203 -0.520451 -0.4 1.1 0.9
O 0.927808 -2.463450 -0.296290 0.7 -1.6 -0.3
H -1.463147 -3.887676 1.144664 -1.3 -0.7 -0.2
H -2.538187 -4.822393 1.683895 -0.1 0.5 -0.6
O -2.425954 -4.154927 0.974068 1.1 -0.3 1.0
H -4.961150 0.489441 3.850703 0.0 -0.4 -0.5
O -4.647194 -0.422768 3.939000 0.5 -0.4 -0.9
H -0.589047 5.608494 -1.213459 -0.7 0.4 -0.5
H -0.254498 5.722494 0.180754 -0.6 0.7 0.7
O -0.933043 6.111933 -0.458748 1.5 -0.9 -0.4
H 1.882924 -3.676598 4.114581 -0.3 0.7 1.3
O 1.803123 -4.280368 3.388190 1.4 -1.1 -0.5
H 3.885979 1.068930 -0.329069 -0.8 -1.5 0.6
H 2.538259 0.319660 0.015626 -0.2 -0.1 0.0
O 3.491110 0.159964 0.008878 0.4 0.9 -1.6
H -0.298443 1.254938 -5.421304 -0.2 -0.1 0.2
H 0.391280 1.754445 -4.107740 0.1 -0.3 0.3
O 0.099074 2.039062 -4.969670 -0.5 0.4 -0.3
H -0.835868 -1.494982 -2.899017 0.0 0.1 -0.4
H -1.733061 -0.901398 -3.922205 1.2 -0.1 -0.1
O -0.748966 -1.038468 -3.772205 -1.1 0.6 1.7
H -0.531840 -2.770230 2.701465 1.7 -1.9 -2.0
H 0.688794 -3.837685 2.644317 -0.6 0.3 -1.3
O -0.046117 -3.434241 1.997507 -0.9 1.7 2.2
H 0.094332 0.910124 -0.799383 -0.1 0.2 -0.2
H 0.394679 0.515434 0.674422 0.1 -0.5 0.1
O 0.817268 0.784633 -0.179566 -0.4 -0.3 -0.4
H -3.686139 2.159792 1.554948 -0.6 -0.3 0.9
H -4.083564 0.790965 1.199016 -0.3 -0.5 0.0
O -4.160575 1.393494 1.955779 0.8 1.2 -0.9
H 2.154727 2.112300 -7.277499 0.4 0.1 0.1
H 1.412868 2.253486 -5.957212 0.7 0.2 0.2
O 2.333609 2.218019 -6.331004 -0.7 -0.2 -0.5
H -1.997117 1.934500 0.042173 -0.1 -0.3 -0.4
H -2.101709 3.401660 -0.435263 0.2 -0.2 0.2
O -1.481011 2.746544 -0.065519 -0.3 -0.1 -0.4
H 4.263677 0.036404 1.204131 -0.4 0.5 0.2
H 5.753456 0.214371 1.536402 -0.6 0.3 0.8
O 4.872506 0.368898 1.940451 2.0 -0.6 -0.1
H 3.570789 3.079266 -0.281030 0.2 -0.5 0.6
H 3.949770 2.652712 -1.641122 0.8 -0.3 0.5
O 4.277402 2.547519 -0.718492 -1.0 0.9 -1.2
H 2.039112 -2.258667 6.073292 -0.3 -0.1 -0.1
O 1.571084 -2.216439 5.226796 -0.1 -0.5 0.9
H 3.660853 -2.986990 1.184645 0.2 -0.3 -0.7
H 4.631717 -3.895767 2.006414 0.6 -0.4 -0.5
O 3.935057 -3.255160 2.078305 -0.1 -0.2 1.0
H -4.208054 -0.706029 3.072061 -0.8 0.6 1.5
H -0.325571 -0.356435 -6.837197 0.0 0.3 0.4
H 2.690669 -4.164561 2.954889 -1.0 0.0 -0.1
H -0.118247 -1.990752 4.590084 0.2 0.1 0.3
H 4.173276 -2.134579 3.223878 -0.5 2.0 0.6
H 2.184417 -1.726605 4.680687 0.9 0.8 -0.9
O -1.484049 -2.805837 -1.254161 3.0 -1.0 1.9
H -0.643793 -2.993227 -0.647777 -2.8 0.8 -2.1
H -1.448774 -3.616779 -1.798696 -0.4 0.7 0.0
O 1.750350 -3.574298 -2.683926 0.3 0.1 -0.7
H 2.429748 -4.136687 -2.309322 0.2 0.1 0.4
H 1.288849 -3.137346 -1.955494 0.1 -0.5 0.1
O -2.942713 -2.258758 -3.162416 -2.0 1.3 0.6
H -2.588560 -2.991808 -3.641162 0.4 -0.7 -0.8
H -3.437717 -1.648183 -3.767669 0.5 -1.4 0.3
O -3.205988 -0.357852 -4.744792 -1.0 1.3 -0.5
H -3.423699 -0.086562 -5.659713 0.5 -0.3 0.6
H -3.354351 0.475144 -4.245051 0.1 -0.3 -0.5
O -2.946637 5.313887 0.892059 1.2 -0.7 -0.5
H -2.181370 5.701278 0.331769 -1.1 -0.1 0.4
H -3.609126 5.960974 1.070404 -0.5 0.8 0.1
O -0.505942 -3.567168 -3.819964 -2.8 0.0 -0.4
H -0.030134 -4.374128 -3.791415 1.5 -0.2 -0.1
H -0.054448 -2.723083 -3.894101 0.7 -0.9 -0.4
O 1.490991 -0.428573 -6.860390 -0.6 1.5 -2.2
H 1.701415 -1.292244 -6.557196 0.7 -0.5 1.0
H 1.869786 0.303211 -6.336676 0.3 -0.9 0.1
```
Forces are in eV/Å.



no.,highest occupied orbital energy (eV)
1,-10.665
2,-10.445